i.
DFT (the ωB97M-V functional and the def2-TZVPD basis) results for one molecule with the formula C24H31N3O4S.

Geometry as XYZ:
```
63
C24H31N3O4S, DFT the ωB97M-V functional and the def2-TZVPD basis
C -4.61968 -2.67863 -0.06958
C -4.71007 -1.57003 0.97154
C -6.02069 -0.79482 0.85508
C -6.19300 0.27624 1.93393
C -5.16778 1.41105 1.88342
C -5.28830 2.30365 0.64410
O -4.94495 1.66984 -0.57136
C -3.65128 1.34230 -0.82784
C -2.54343 1.74436 -0.08884
C -1.26913 1.34993 -0.45713
C -1.07571 0.54744 -1.57246
N 0.18865 0.09895 -1.98693
C 1.40143 0.36021 -1.44389
O 1.60373 1.08903 -0.49758
C 2.53880 -0.35393 -2.17278
C 3.78370 -0.42071 -1.28328
C 4.25396 0.98068 -0.88007
O 4.55901 1.87989 -1.61910
N 4.31886 0.98074 0.48298
C 4.63744 2.14940 1.27301
C 3.37160 2.86834 1.72190
C 3.86532 -0.20594 1.01225
S 3.77140 -0.55797 2.60581
N 3.58303 -1.05065 -0.00357
C 2.97371 -2.34591 0.18232
C 1.47913 -2.27860 0.20378
C 0.61861 -1.76639 1.12769
C -0.68401 -1.96956 0.61148
C -0.52034 -2.58875 -0.58609
O 0.78726 -2.77729 -0.85014
C -2.18229 0.14986 -2.32034
C -3.44952 0.54129 -1.95482
H -3.68845 -3.23043 0.03956
H -4.65316 -2.25630 -1.07148
H -5.44836 -3.37519 0.03871
H -3.86649 -0.89215 0.82842
H -4.63204 -2.00199 1.97269
H -6.07973 -0.33258 -0.13028
H -6.85206 -1.49952 0.94068
H -6.12475 -0.19941 2.91593
H -7.19410 0.70546 1.84461
H -5.31463 2.05132 2.75631
H -4.16094 0.99760 1.94178
H -4.68984 3.21422 0.77940
H -6.33218 2.59891 0.50374
H -2.65230 2.37394 0.77979
H -0.42179 1.66602 0.12692
H 0.16450 -0.50874 -2.79431
H 2.79726 0.23058 -3.05984
H 2.23492 -1.35524 -2.48193
H 4.58746 -0.92744 -1.83789
H 5.22054 1.82109 2.13760
H 5.24534 2.79711 0.63747
H 2.75280 3.09876 0.85889
H 2.80241 2.23429 2.39648
H 3.63250 3.78876 2.23641
H 3.30098 -3.00886 -0.62253
H 3.33291 -2.72707 1.14422
H 0.88646 -1.30506 2.05526
H -1.60919 -1.69212 1.07108
H -1.22284 -2.93604 -1.31741
H -2.04581 -0.47161 -3.19447
H -4.31000 0.24072 -2.53130
```

E_HOMO = -0.29733 Ha
SMILES = CCCCCCOc1ccc(NC(=O)C[C@H]2C(=O)N(CC)C(=S)N2Cc2ccco2)cc1
LUMO energy = 0.45 eV
Multiplicity = 1
Charge = 0

Atom charges from the natural (NBO) analysis, given in e for atoms 1 to 6:
1. C -0.600
2. C -0.402
3. C -0.402
4. C -0.388
5. C -0.435
6. C -0.067

ii.
DFT (the ωB97M-V functional and the def2-TZVPD basis) results for one molecule with the formula C24H31N3O4S.

Geometry as XYZ:
```
63
C24H31N3O4S, DFT the ωB97M-V functional and the def2-TZVPD basis
C 1.06703 -4.42793 -0.92165
C 1.06493 -3.71897 0.42884
O 1.42425 -2.35487 0.33118
C 0.52841 -1.45373 -0.19100
C -0.79825 -1.70694 -0.48119
C -1.63622 -0.71859 -0.99828
N -2.95273 -1.09279 -1.30978
C -4.14134 -0.49100 -1.03329
S -5.52437 -1.29497 -1.47944
N -4.14749 0.67245 -0.37550
C -5.32944 1.39226 0.00957
C -5.46839 1.41203 1.54229
C -5.74267 0.01703 2.12800
C -4.83136 -0.03448 3.35225
C -3.67274 0.84870 2.89649
O -4.26115 1.88546 2.13676
C -1.11794 0.55950 -1.25618
O -1.97487 1.47487 -1.79823
C -1.47552 2.70737 -2.28694
C -0.68870 2.55484 -3.58314
C 0.20940 0.82165 -0.94280
C 1.03436 -0.16026 -0.41774
N 2.37522 0.05843 -0.11029
C 3.12025 1.18890 -0.27063
O 2.68407 2.24191 -0.69555
C 4.54396 1.03370 0.14641
C 5.20038 2.15912 0.63379
C 6.52305 2.07355 1.02653
C 7.20096 0.87284 0.91981
C 6.56911 -0.25784 0.41137
C 7.32673 -1.54344 0.27266
C 5.23899 -0.16713 0.02991
H 2.05045 -4.35286 -1.37918
H 0.82195 -5.47713 -0.78355
H 0.34099 -3.98070 -1.59588
H 0.09460 -3.82752 0.92744
H 1.83190 -4.15088 1.07816
H -1.22663 -2.68282 -0.31412
H -3.07035 -2.03501 -1.65903
H -3.27130 1.11113 -0.14040
H -5.25996 2.41973 -0.35948
H -6.19710 0.89978 -0.43482
H -6.26187 2.12239 1.80897
H -5.45801 -0.74934 1.40707
H -6.79280 -0.11616 2.37496
H -5.32423 0.41491 4.21500
H -4.51300 -1.04237 3.60695
H -2.96866 0.27056 2.27731
H -3.12148 1.31158 3.71703
H -0.87470 3.21323 -1.52244
H -2.37825 3.29819 -2.46582
H -0.42034 3.53725 -3.96079
H 0.22061 1.98184 -3.42195
H -1.29663 2.04311 -4.32539
H 0.64132 1.79196 -1.11324
H 2.82271 -0.75290 0.29419
H 4.65635 3.08875 0.69943
H 7.02850 2.94566 1.41371
H 8.23580 0.80798 1.22396
H 8.11334 -1.43679 -0.47375
H 6.67094 -2.35499 -0.03234
H 7.79939 -1.81074 1.21638
H 4.75851 -1.03947 -0.39255
```

E_HOMO = -0.27848 Ha
SMILES = CCOc1cc(NC(=S)NC[C@H]2CCCO2)c(OCC)cc1NC(=O)c1cccc(C)c1
LUMO energy = 0.45 eV
Multiplicity = 1
Charge = 0

Atom charges from the natural (NBO) analysis, given in e for atoms 1 to 6:
1. C -0.639
2. C -0.059
3. O -0.519
4. C 0.249
5. C -0.284
6. C 0.059

What is the stability order? It is i, ii, from most stable to least stable.

i.
DFT (the ωB97M-V functional and the def2-TZVPD basis) results for one molecule with the formula C27H32N2O7S.

Geometry as XYZ:
```
69
C27H32N2O7S, DFT the ωB97M-V functional and the def2-TZVPD basis
C -5.07708 -0.35635 2.80849
O -4.24981 -1.16045 2.01157
C -4.96878 -2.12695 1.27577
C -4.02148 -3.01422 0.47258
C -3.46567 -2.37610 -0.81047
N -2.21187 -1.69426 -0.62664
C -1.03718 -2.22214 -1.03389
O -0.89068 -3.29976 -1.56963
C 0.04924 -1.20418 -0.69644
O 1.23773 -1.35215 -0.88345
C -0.64562 -0.08229 -0.07741
C -0.06267 1.00538 0.47058
O -0.79886 1.89542 1.16955
C 1.38853 1.24163 0.35977
C 1.98324 1.35498 -0.89497
C 3.35262 1.50902 -0.99336
C 4.11792 1.53680 0.15757
S 5.91109 1.54325 0.01928
O 6.43877 2.02177 1.26416
O 6.25795 2.22267 -1.19376
N 6.37471 -0.02979 -0.14127
C 6.30629 -0.88716 1.01700
C 5.03804 -1.74284 1.03403
C 4.92555 -2.52597 -0.27198
C 4.92851 -1.55560 -1.45042
C 6.18883 -0.68905 -1.41266
C 3.53740 1.47519 1.40858
C 2.16367 1.34150 1.51280
C -2.12507 -0.36839 -0.05482
C -2.87407 0.65698 -0.87887
C -2.75717 0.66077 -2.26047
C -3.43472 1.61440 -3.00297
C -4.21282 2.56516 -2.37631
C -4.32478 2.57399 -0.98498
O -5.10873 3.55481 -0.45754
C -5.23084 3.63916 0.94095
C -3.65537 1.60994 -0.24106
H -5.62358 -0.95592 3.54686
H -4.42932 0.34906 3.32607
H -5.80712 0.19094 2.19759
H -5.68393 -1.62647 0.60297
H -5.54623 -2.75263 1.97473
H -3.19043 -3.31349 1.11196
H -4.57512 -3.91144 0.19475
H -4.19433 -1.67712 -1.23322
H -3.26320 -3.16666 -1.53876
H -0.23578 2.61156 1.49367
H 1.36929 1.30872 -1.78052
H 3.84340 1.60503 -1.94866
H 6.37111 -0.23790 1.89054
H 7.18683 -1.54086 1.00365
H 4.15819 -1.10620 1.14413
H 5.07652 -2.42351 1.88602
H 4.00260 -3.10633 -0.28036
H 5.76876 -3.21578 -0.35828
H 4.90187 -2.10516 -2.39203
H 4.03278 -0.93576 -1.39663
H 6.16589 0.09521 -2.16943
H 7.06940 -1.31826 -1.59178
H 4.16979 1.53010 2.28047
H 1.69814 1.26400 2.48560
H -2.52242 -0.37454 0.96678
H -2.14461 -0.08067 -2.75198
H -3.35130 1.61677 -4.07922
H -4.74378 3.31619 -2.93898
H -5.86426 4.50448 1.12976
H -5.70723 2.74625 1.35933
H -4.25870 3.78911 1.42130
H -3.72010 1.58612 0.83438
```

E_HOMO = -0.31867 Ha
SMILES = COCCCN1C(=O)C(=O)/C(=C(/O)c2ccc(S(=O)(=O)N3CCCCC3)cc2)[C@H]1c1cccc(OC)c1
LUMO energy = -0.47 eV
Multiplicity = 1
Charge = 0

Atom charges from the natural (NBO) analysis, given in e for atoms 1 to 6:
1. C -0.247
2. O -0.557
3. C -0.058
4. C -0.430
5. C -0.229
6. N -0.404

ii.
DFT (the ωB97M-V functional and the def2-TZVPD basis) results for one molecule with the formula C27H32N2O7S.

Geometry as XYZ:
```
69
C27H32N2O7S, DFT the ωB97M-V functional and the def2-TZVPD basis
C -6.06383 2.52597 4.11338
O -5.00079 1.70570 4.52339
C -4.31610 1.11846 3.44298
C -3.23066 0.20291 4.01867
N -2.39940 -0.38738 3.00365
C -2.74367 -1.51084 2.33274
O -3.76287 -2.14365 2.48721
C -1.59291 -1.82734 1.37401
O -1.55548 -2.76118 0.60636
C -0.59174 -0.79317 1.61278
C 0.68344 -0.74862 1.16766
O 1.50080 0.21563 1.64799
C 1.26460 -1.71432 0.22025
C 2.49818 -2.29780 0.51952
C 3.07276 -3.19619 -0.35947
C 2.42020 -3.49672 -1.53941
S 3.21936 -4.62969 -2.67290
O 3.74047 -5.74462 -1.94204
O 2.33819 -4.87610 -3.77905
N 4.52779 -3.66233 -3.10984
C 5.78512 -4.35356 -3.33078
C 5.83665 -4.94245 -4.74197
O 5.61837 -3.94104 -5.71195
C 4.35340 -3.33852 -5.54379
C 4.22879 -2.70209 -4.15501
C 1.20480 -2.92190 -1.85593
C 0.62239 -2.02671 -0.97563
C -1.15596 0.22015 2.57713
C -1.38544 1.54554 1.88299
C -2.14197 1.59068 0.71876
C -2.38056 2.79662 0.08772
C -1.87028 3.98498 0.59737
C -2.14587 5.29590 -0.09628
C -0.84339 5.95164 -0.55987
C -2.93254 6.23720 0.81847
C -1.10766 3.92909 1.75755
C -0.86711 2.72519 2.39397
H -5.70751 3.35348 3.48622
H -6.81233 1.95577 3.55000
H -6.51614 2.92426 5.01904
H -5.00389 0.52542 2.82236
H -3.86440 1.89965 2.81103
H -2.60683 0.77855 4.70573
H -3.72126 -0.60474 4.56857
H 2.38195 0.13566 1.25819
H 2.98798 -2.07653 1.45817
H 4.01244 -3.67824 -0.14450
H 5.85599 -5.14185 -2.58263
H 6.59462 -3.62967 -3.19252
H 6.81995 -5.36441 -4.95559
H 5.06890 -5.72603 -4.82815
H 4.27085 -2.58172 -6.32568
H 3.55780 -4.08657 -5.66247
H 3.21418 -2.33720 -3.99386
H 4.93646 -1.87197 -4.05713
H 0.72564 -3.19339 -2.78319
H -0.32080 -1.56458 -1.21422
H -0.49214 0.37133 3.43879
H -2.55530 0.67709 0.31445
H -2.97525 2.81518 -0.81449
H -2.75782 5.09092 -0.98166
H -0.28785 5.27540 -1.20601
H -0.21522 6.20887 0.28913
H -1.05884 6.86186 -1.11483
H -3.17898 7.15496 0.28948
H -3.85813 5.76594 1.14210
H -2.35217 6.49536 1.70064
H -0.69669 4.83500 2.17694
H -0.27230 2.70276 3.29546
```

E_HOMO = -0.33090 Ha
SMILES = COCCN1C(=O)C(=O)/C(=C(/O)c2ccc(S(=O)(=O)N3CCOCC3)cc2)[C@H]1c1ccc(C(C)C)cc1
LUMO energy = -0.65 eV
Multiplicity = 1
Charge = 0

Atom charges from the natural (NBO) analysis, given in e for atoms 1 to 6:
1. C -0.243
2. O -0.539
3. C -0.069
4. C -0.234
5. N -0.403
6. C 0.571

What is the stability order? It is i, ii, from most stable to least stable.